Density functional theory data (wB97M-V/def2-TZVPD) for C6H15N2O as an isolated structure at a distorted geometry.

Each line ends with the Löwdin charge.
Positions of all 24 atoms, in Å:
1 C 0.729 -0.323 0.886  0.134
2 C 2.951 -0.952 -0.245  -0.004
3 C -2.425 -1.010 -0.870  -0.051
4 C -2.677 0.875 0.735  0.000
5 C 2.072 0.111 0.529  -0.349
6 C -1.799 -0.400 0.340  -0.379
7 N -0.502 0.058 -0.021  -0.169
8 N 1.964 1.311 -0.413  0.136
9 O -0.323 0.760 -1.008  0.020
10 H 0.509 -1.026 1.733  0.144
11 H 3.984 -0.407 -0.471  0.133
12 H 2.400 -1.153 -1.217  0.115
13 H 3.254 -1.758 0.304  0.043
14 H -2.480 -0.334 -1.675  0.074
15 H -2.140 -2.055 -1.092  0.108
16 H -3.464 -1.050 -0.615  0.084
17 H -2.795 1.515 -0.253  0.132
18 H -1.927 1.397 1.352  0.081
19 H -3.576 0.498 1.138  0.069
20 H 2.627 0.358 1.332  0.104
21 H -1.752 -1.141 1.204  0.174
22 H 1.672 2.182 0.175  0.202
23 H 0.890 1.097 -0.958  0.087
24 H 2.809 1.449 -0.888  0.109

Calculated values
Frontier orbital gap (spin up / spin down)   8.68 / 8.90 eV
LUMO energy (spin up / spin down)   -0.1631 / -0.1557 Ha
Charge   +1

***

Density functional theory data (wB97M-V/def2-TZVPD) for a 2-piece molecular cluster, C4H7NO overall.

Each line ends with the Löwdin charge.
Positions of all 13 atoms, in Å:
1 C 2.621 -0.297 0.448  0.006
2 C 1.145 -0.113 0.354  -0.558
3 O 0.481 0.957 0.411  0.025
4 C 0.029 -0.917 0.286  0.214
5 C -2.859 0.289 -0.303  -0.159
6 N -2.210 0.839 -1.243  0.016
7 H 3.080 0.203 -0.411  0.098
8 H 2.837 -1.367 0.435  0.087
9 H 2.978 0.171 1.371  0.096
10 H -0.424 -1.067 -0.698  0.047
11 H -2.528 0.266 0.743  0.061
12 H -3.801 -0.220 -0.523  0.056
13 H -1.350 1.256 -0.869  0.012

Calculated values
Frontier orbital gap   9.34 eV
LUMO energy   -0.0034 Ha

***

Calculated energy relative to the best compared isomer or geometry (same formula, charge and spin) in order - 4.397; 5.386 eV
Calculated DFT total energy in order - -11482.0624; -7794.2580 eV